104
Properties=species:S:1:pos:R:3:lowdin_charge:R:1 method="wB97M-V/def2-TZVPD" total_energy_ha=-3777.4089 total_charge=+1 e_lumo_ha=-0.200 e_above_lowest_kcal_mol=107.0
Sn 0.818 -0.501 -0.874 1.332
O 1.401 -4.339 7.091 -0.371
S 0.818 -3.593 8.187 0.397
O 1.536 -3.637 9.435 -0.345
O -0.635 -3.646 8.270 -0.359
C 0.917 -1.834 7.620 -0.322
N 0.865 -0.844 8.514 0.141
C 0.745 0.380 8.019 -0.104
C 0.672 0.628 6.652 -0.001
C 0.762 -0.470 5.810 -0.234
N 0.874 -1.697 6.301 0.148
C 0.742 -0.412 4.333 -0.096
C 0.903 -1.608 3.629 0.052
C 0.877 -1.588 2.257 -0.099
N 0.702 -0.459 1.555 -0.045
C 0.555 0.692 2.223 -0.114
C 0.570 0.761 3.598 0.024
H 0.706 1.187 8.743 0.112
H 0.554 1.637 6.281 0.096
H 1.046 -2.524 4.189 0.133
H 0.993 -2.494 1.677 0.100
H 0.421 1.585 1.628 0.098
H 0.451 1.721 4.080 0.114
N 1.418 1.861 -3.692 0.176
C 1.033 0.687 -4.264 -0.363
C 0.982 0.547 -5.661 -0.001
C 0.652 -0.669 -6.203 -0.038
C 0.338 -1.736 -5.355 -0.056
C 0.395 -1.523 -4.005 -0.171
N 0.749 -0.345 -3.456 0.011
H 1.385 2.704 -4.236 0.116
H 1.323 1.943 -2.692 0.041
H 1.216 1.400 -6.283 0.119
H 0.635 -0.800 -7.277 0.120
H 0.062 -2.703 -5.749 0.114
H 0.156 -2.315 -3.304 0.101
F 4.105 0.125 -1.363 0.230
B 3.192 0.013 -0.430 -0.725
F 3.459 0.544 0.737 0.230
C 1.900 8.589 -1.301 -0.027
C 1.531 7.151 -1.097 -0.225
C 2.506 6.165 -0.987 0.011
C 2.182 4.827 -0.847 -0.165
C 3.295 3.822 -0.749 -0.016
C 0.811 4.466 -0.777 -0.101
C 0.395 3.104 -0.585 -0.208
O 1.102 2.095 -0.737 -0.192
C -0.194 5.461 -0.886 -0.190
C -1.665 5.120 -0.870 -0.033
C 0.188 6.775 -1.048 0.005
H 2.941 8.774 -1.045 0.085
H 1.261 9.241 -0.707 0.090
H 1.756 8.860 -2.349 0.098
H 3.551 6.449 -1.021 0.125
H 4.255 4.328 -0.673 0.091
H 3.316 3.177 -1.629 0.085
H 3.171 3.170 0.115 0.084
H -0.649 2.962 -0.279 0.081
H -1.891 4.284 -1.531 0.074
H -2.252 5.978 -1.190 0.085
H -1.988 4.852 0.138 0.098
H -0.571 7.542 -1.150 0.127
C 3.037 -2.808 -2.801 -0.161
Si 2.426 -3.475 -1.150 0.420
C 2.658 -5.334 -1.206 -0.170
C 3.612 -2.880 0.195 -0.131
N 0.868 -2.747 -0.755 -0.186
C -0.362 -3.378 -0.552 -0.378
C -0.578 -4.739 -0.821 -0.029
C -1.808 -5.336 -0.593 -0.067
C -2.880 -4.604 -0.112 -0.083
C -2.696 -3.256 0.156 -0.080
C -1.466 -2.659 -0.059 -0.091
H 4.096 -3.045 -2.922 0.052
H 2.933 -1.723 -2.876 0.002
H 2.497 -3.258 -3.636 0.033
H 3.728 -5.534 -1.294 0.048
H 2.173 -5.807 -2.061 0.037
H 2.310 -5.824 -0.295 0.047
H 4.616 -3.266 0.012 0.060
H 3.318 -3.192 1.197 0.054
H 3.676 -1.787 0.194 -0.015
H 0.238 -5.335 -1.198 0.073
H -1.924 -6.391 -0.799 0.114
H -3.844 -5.068 0.045 0.106
H -3.515 -2.657 0.531 0.073
H -1.350 -1.601 0.165 0.027
C -6.165 -0.954 -3.054 0.013
C -5.320 -0.689 -1.856 -0.229
C -5.703 -0.907 -0.562 0.060
C -4.802 -0.588 0.467 -0.288
N -3.580 -0.125 0.205 0.133
C -3.208 0.071 -1.046 -0.735
S -1.704 0.759 -1.482 0.721
N -4.075 -0.200 -2.063 0.131
C -5.188 -0.745 1.896 0.007
H -7.190 -1.169 -2.768 0.097
H -5.771 -1.815 -3.598 0.107
H -6.159 -0.100 -3.732 0.101
H -6.680 -1.305 -0.332 0.138
H -3.748 -0.008 -3.002 0.152
H -6.269 -0.778 2.012 0.093
H -4.772 0.068 2.488 0.100
H -4.770 -1.678 2.285 0.104